{
  "formula": "C41H48LiN5P2S",
  "method": "ωB97M-V/def2-TZVPD",
  "elements": ["Li", "C", "P", "C", "C", "C", "C", "C", "C", "C", "C", "C", "C", "C", "C", "C", "C", "C", "C", "C", "P", "C", "C", "C", "C", "C", "C", "C", "C", "C", "C", "C", "C", "N", "H", "H", "H", "H", "H", "H", "H", "H", "H", "H", "H", "H", "H", "H", "H", "H", "H", "H", "H", "H", "H", "H", "H", "H", "H", "H", "C", "C", "N", "C", "C", "C", "C", "N", "H", "H", "H", "H", "H", "H", "H", "H", "H", "H", "H", "H", "H", "H", "S", "C", "N", "C", "C", "C", "C", "H", "H", "H", "H", "H", "N", "H", "H", "H"],
  "xyz": [[-0.14, 0.09, 0.55], [-1.08, -0.19, 3.89], [-0.71, -1.65, 2.83], [-1.08, -3.03, 3.97], [-0.14, -3.91, 4.48], [-0.52, -4.96, 5.31], [-1.85, -5.14, 5.64], [-2.81, -4.26, 5.14], [-2.42, -3.23, 4.31], [1.12, -1.73, 2.75], [1.65, -2.48, 1.70], [3.02, -2.63, 1.57], [3.88, -2.03, 2.48], [3.36, -1.28, 3.52], [1.99, -1.13, 3.66], [-1.17, 1.07, 3.08], [-1.10, 2.37, 3.55], [-1.35, 3.22, 2.45], [-1.55, 2.39, 1.36], [-2.02, 2.74, -0.02], [-1.20, 1.63, -1.28], [-0.11, 2.78, -2.20], [1.17, 3.00, -1.69], [2.06, 3.85, -2.32], [1.69, 4.49, -3.49], [0.43, 4.27, -4.03], [-0.46, 3.43, -3.38], [-2.53, 1.33, -2.50], [-3.58, 2.21, -2.73], [-4.57, 1.91, -3.65], [-4.52, 0.71, -4.35], [-3.47, -0.17, -4.13], [-2.48, 0.13, -3.21], [-1.43, 1.07, 1.73], [-0.36, -0.09, 4.71], [-2.04, -0.42, 4.36], [0.91, -3.79, 4.23], [0.23, -5.64, 5.69], [-2.15, -5.95, 6.29], [-3.85, -4.39, 5.39], [-3.18, -2.56, 3.90], [0.98, -2.94, 0.99], [3.42, -3.22, 0.75], [4.96, -2.14, 2.37], [4.03, -0.81, 4.24], [1.61, -0.55, 4.49], [-0.91, 2.67, 4.57], [-1.39, 4.30, 2.44], [-1.85, 3.79, -0.25], [-3.09, 2.56, -0.09], [1.48, 2.47, -0.80], [3.05, 4.01, -1.90], [2.39, 5.16, -4.00], [0.13, 4.76, -4.95], [-1.44, 3.26, -3.82], [-3.63, 3.15, -2.19], [-5.39, 2.60, -3.82], [-5.30, 0.46, -5.06], [-3.43, -1.11, -4.67], [-1.68, -0.57, -3.02], [4.84, 1.77, -3.95], [4.39, 0.31, -4.03], [3.61, -0.14, -2.89], [4.32, -0.60, -1.72], [4.47, 0.46, -0.62], [2.23, -0.08, -2.87], [1.54, 0.39, -4.12], [1.49, -0.37, -1.87], [5.29, 2.09, -4.88], [5.57, 1.91, -3.16], [3.98, 2.41, -3.73], [5.26, -0.34, -4.11], [3.82, 0.15, -4.95], [5.30, -0.95, -2.04], [3.80, -1.48, -1.32], [5.09, 1.29, -0.96], [4.92, 0.03, 0.27], [3.49, 0.85, -0.34], [1.69, -0.31, -4.95], [1.90, 1.37, -4.45], [0.48, 0.47, -3.91], [2.02, -0.69, -1.07], [-1.37, -2.21, -0.72], [-2.81, -2.13, 0.14], [-3.16, -1.01, 0.85], [-4.31, -0.83, 1.52], [-5.25, -1.81, 1.55], [-4.95, -3.02, 0.88], [-3.78, -3.18, 0.21], [-2.45, -0.27, 0.95], [-4.39, 0.12, 2.02], [-6.18, -1.67, 2.09], [-5.66, -3.84, 0.91], [-3.54, -4.10, -0.29], [1.57, 1.22, 1.45], [0.90, 1.51, 2.17], [2.01, 2.08, 1.14], [2.28, 0.68, 1.93]],
  "mulliken_charge": [0.866, -1.270, 0.857, 0.906, -0.498, -0.755, -0.509, -0.704, -0.630, 0.713, -0.364, -0.429, -0.695, -0.604, -0.851, -0.664, -1.027, -1.485, 0.058, -1.148, 1.783, -0.252, -0.076, -0.334, -0.534, -0.725, -0.216, -0.169, -0.361, -0.721, -0.546, -1.015, -0.076, 0.995, 0.622, 0.572, 0.353, 0.401, 0.367, 0.412, 0.203, 0.378, 0.423, 0.382, 0.389, 0.203, 0.516, 0.508, 0.420, 0.557, -0.436, 0.461, 0.382, 0.417, 0.336, 0.366, 0.412, 0.388, 0.437, 0.379, -0.732, -0.914, 0.299, -1.358, -0.049, 1.131, -1.182, -0.146, 0.419, 0.294, -0.028, 0.419, 0.420, 0.408, 0.580, 0.317, 0.335, -0.411, 0.594, 0.220, -0.226, -0.379, -0.271, 0.884, 1.047, -0.053, -0.963, -0.165, -1.036, -0.745, 0.464, 0.463, 0.373, 0.460, -0.447, 0.121, 0.359, 0.135]
}

***

{
  "formula": "C41H49BaN10O5S2",
  "method": "ωB97M-V/def2-TZVPD",
  "elements": ["Ba", "C", "C", "C", "N", "C", "C", "C", "C", "C", "C", "C", "N", "C", "C", "C", "N", "C", "C", "C", "C", "C", "C", "C", "N", "C", "C", "H", "H", "H", "H", "H", "H", "H", "H", "H", "H", "H", "H", "H", "H", "H", "H", "H", "H", "H", "H", "H", "H", "H", "H", "H", "H", "C", "O", "C", "O", "N", "N", "H", "H", "H", "H", "H", "H", "N", "C", "C", "C", "C", "C", "C", "S", "O", "O", "N", "C", "N", "C", "C", "C", "N", "H", "H", "H", "H", "H", "H", "H", "H", "H", "C", "S", "O", "C", "C", "C", "C", "C", "C", "H", "H", "H", "H", "H", "H", "H", "H"],
  "xyz": [[-0.86, -0.06, 1.14], [-0.75, -0.45, 4.42], [-0.21, 0.88, 4.95], [-0.39, 2.13, 4.07], [0.00, 2.03, 2.67], [1.13, 2.52, 2.24], [2.24, 2.85, 3.09], [3.38, 3.59, 2.87], [3.76, 4.36, 1.76], [3.03, 4.49, 0.59], [1.90, 3.80, 0.16], [1.20, 2.70, 0.74], [0.46, 1.87, 0.06], [0.23, 1.99, -1.35], [-1.07, 2.76, -1.64], [-2.39, 1.97, -1.41], [-2.66, 1.49, -0.07], [-3.34, 2.23, 0.76], [-3.64, 3.61, 0.50], [-4.58, 4.49, 1.00], [-5.62, 4.27, 1.90], [-5.83, 3.07, 2.57], [-5.03, 1.95, 2.65], [-3.75, 1.61, 2.08], [-2.96, 0.72, 2.60], [-3.27, 0.23, 3.93], [-2.25, -0.76, 4.51], [-0.21, -1.25, 4.93], [-0.40, -0.54, 3.39], [0.86, 0.75, 5.14], [-0.67, 1.11, 5.92], [0.12, 2.96, 4.57], [-1.46, 2.38, 4.06], [2.17, 2.41, 4.08], [4.07, 3.61, 3.70], [4.68, 4.94, 1.85], [3.40, 5.23, -0.12], [1.53, 4.11, -0.81], [0.13, 0.97, -1.76], [1.06, 2.48, -1.88], [-1.07, 3.08, -2.68], [-1.07, 3.66, -1.02], [-2.36, 1.09, -2.06], [-3.21, 2.61, -1.77], [-2.99, 4.06, -0.24], [-4.53, 5.49, 0.59], [-6.32, 5.08, 2.08], [-6.73, 3.02, 3.17], [-5.41, 1.18, 3.30], [-4.23, -0.31, 3.95], [-3.40, 1.08, 4.62], [-2.40, -1.73, 4.04], [-2.51, -0.88, 5.57], [-3.94, -2.19, -1.31], [-3.37, -3.35, -0.67], [-2.83, -3.12, 0.53], [-3.02, -2.12, 1.19], [-2.06, -4.20, 0.90], [-1.23, -4.05, 2.02], [-4.99, -2.10, -1.04], [-3.83, -2.34, -2.38], [-3.43, -1.29, -1.00], [-1.74, -4.77, 0.13], [-0.27, -3.90, 1.75], [-1.29, -4.89, 2.58], [6.84, -0.18, -1.55], [5.66, -0.60, -0.93], [5.50, -1.93, -0.55], [4.31, -2.36, 0.02], [3.28, -1.46, 0.21], [3.42, -0.13, -0.18], [4.60, 0.30, -0.75], [1.74, -1.93, 0.94], [1.90, -3.21, 1.61], [1.39, -0.82, 1.81], [0.63, -1.94, -0.18], [0.54, -3.02, -1.07], [1.57, -3.87, -1.24], [1.40, -4.85, -2.11], [0.23, -5.05, -2.82], [-0.76, -4.11, -2.60], [-0.63, -3.11, -1.75], [7.66, -0.72, -1.30], [7.02, 0.81, -1.48], [6.31, -2.63, -0.69], [4.17, -3.39, 0.32], [2.61, 0.58, -0.01], [4.72, 1.34, -1.03], [2.25, -5.52, -2.25], [0.12, -5.86, -3.53], [-1.70, -4.15, -3.14], [-0.68, 0.74, -4.75], [-0.85, -0.83, -3.85], [-1.81, -1.65, -4.65], [0.79, -1.43, -4.22], [0.97, -2.27, -5.32], [2.24, -2.76, -5.60], [3.31, -2.42, -4.78], [3.12, -1.59, -3.67], [1.86, -1.10, -3.39], [-0.50, 0.52, -5.80], [0.15, 1.30, -4.32], [-1.62, 1.28, -4.62], [0.11, -2.54, -5.92], [2.39, -3.41, -6.44], [4.30, -2.81, -4.99], [3.95, -1.35, -3.02], [1.69, -0.49, -2.51]],
  "mulliken_charge": [0.881, 0.776, -0.809, -1.455, 0.053, 1.284, -0.678, -0.647, -0.701, -0.450, -1.263, -0.190, 2.586, -0.400, -0.583, -1.733, 0.149, 1.410, -0.592, -0.811, -0.598, -0.332, -0.873, 0.166, 0.737, -1.427, -1.026, 0.572, -0.879, 0.433, 0.347, 0.533, 0.376, 0.170, 0.344, 0.316, 0.315, 0.220, -1.090, 0.571, 0.508, 0.574, 0.162, 0.438, 0.135, 0.310, 0.296, 0.312, 0.228, 0.393, 0.643, 0.264, 0.335, -0.323, -0.422, 0.347, -0.379, -0.026, -0.388, 0.325, 0.220, 0.035, 0.282, 0.093, 0.251, -0.643, 0.928, -0.798, -0.438, -0.872, -0.862, -0.639, 1.414, -0.817, -0.312, 0.886, -1.041, -0.281, -0.598, -0.902, -0.212, 0.400, 0.219, 0.230, 0.311, 0.471, 0.755, 0.393, 0.459, 0.441, 0.322, -1.110, 1.288, -0.871, -0.277, -0.788, -0.626, -0.766, -0.061, 0.344, 0.470, 0.283, 0.387, 0.463, 0.400, 0.414, 0.374, -0.058],
  "total_charge": -1
}

***

{
  "formula": "C41H49N4O2",
  "method": "ωB97M-V/def2-TZVPD",
  "elements": ["C", "N", "C", "O", "C", "C", "C", "C", "C", "C", "C", "C", "N", "C", "C", "C", "C", "C", "C", "C", "N", "C", "C", "C", "C", "C", "C", "C", "H", "H", "H", "H", "H", "H", "H", "H", "H", "H", "H", "H", "H", "H", "H", "H", "H", "H", "H", "H", "H", "H", "H", "H", "H", "H", "H", "H", "H", "H", "O", "C", "C", "C", "C", "C", "C", "C", "C", "C", "C", "C", "C", "C", "C", "C", "C", "C", "N", "H", "H", "H", "H", "H", "H", "H", "H", "H", "H", "H", "H", "H", "H", "H", "H", "H", "H", "H"],
  "xyz": [[3.51, 3.23, 4.72], [3.01, 1.95, 4.27], [3.85, 0.96, 3.84], [5.07, 1.06, 3.67], [2.98, -0.27, 3.54], [3.17, -1.37, 4.59], [4.61, -1.82, 4.72], [5.19, -2.61, 3.72], [6.54, -2.96, 3.79], [7.32, -2.52, 4.86], [6.74, -1.77, 5.89], [5.38, -1.44, 5.83], [1.65, 0.35, 3.51], [0.56, -0.28, 2.97], [-0.53, 0.34, 2.44], [-1.77, -0.32, 1.93], [-2.93, -0.21, 2.89], [-3.46, -1.35, 3.52], [-4.53, -1.24, 4.39], [-5.09, 0.03, 4.70], [-6.16, 0.16, 5.53], [-6.77, 1.45, 5.78], [-6.89, -0.99, 6.04], [-4.50, 1.18, 4.10], [-3.43, 1.05, 3.22], [1.63, 1.52, 4.40], [1.33, 1.11, 5.86], [0.65, 2.61, 4.02], [4.60, 3.20, 4.76], [3.20, 4.02, 4.03], [3.10, 3.46, 5.71], [3.24, -0.67, 2.55], [2.80, -1.01, 5.56], [2.54, -2.22, 4.28], [4.56, -2.93, 2.88], [6.98, -3.55, 2.99], [8.38, -2.78, 4.91], [7.34, -1.43, 6.73], [4.92, -0.85, 6.62], [0.66, -1.37, 2.88], [-0.51, 1.42, 2.29], [-1.54, -1.38, 1.73], [-3.03, -2.33, 3.31], [-4.96, -2.14, 4.83], [-6.02, 2.17, 6.12], [-7.26, 1.86, 4.88], [-7.53, 1.32, 6.56], [-6.20, -1.77, 6.37], [-7.48, -0.65, 6.90], [-7.57, -1.42, 5.29], [-4.89, 2.17, 4.32], [-2.97, 1.94, 2.79], [2.20, 0.66, 6.35], [1.05, 2.01, 6.42], [0.49, 0.40, 5.88], [0.83, 2.95, 3.00], [-0.37, 2.25, 4.14], [0.79, 3.47, 4.69], [-4.04, 2.54, -0.68], [-2.73, 2.21, -1.13], [-2.65, 2.85, -2.53], [-3.11, 4.16, -2.64], [-3.05, 4.82, -3.87], [-2.55, 4.17, -5.00], [-2.10, 2.85, -4.89], [-2.14, 2.19, -3.65], [-1.68, 2.88, -0.22], [-2.06, 3.51, 0.97], [-1.13, 4.26, 1.68], [0.17, 4.42, 1.19], [0.56, 3.78, 0.01], [-0.36, 3.00, -0.68], [-2.58, 0.68, -1.11], [-3.62, -0.01, -1.99], [-4.25, -1.10, -1.13], [-3.41, -1.15, 0.15], [-2.81, 0.17, 0.26], [-4.26, 1.96, 0.08], [-3.51, 4.66, -1.76], [-3.40, 5.85, -3.93], [-2.51, 4.68, -5.96], [-1.70, 2.32, -5.76], [-1.76, 1.16, -3.56], [-3.10, 3.45, 1.31], [-1.44, 4.73, 2.62], [0.88, 5.05, 1.73], [1.57, 3.89, -0.37], [-0.08, 2.50, -1.62], [-1.55, 0.42, -1.42], [-4.38, 0.70, -2.35], [-3.11, -0.42, -2.87], [-5.28, -0.83, -0.88], [-4.26, -2.07, -1.64], [-4.03, -1.38, 1.02], [-2.64, -1.94, 0.07], [-1.88, 0.25, 0.75]],
  "mulliken_charge": [-0.976, 0.334, 0.214, -0.695, -0.202, -0.602, 0.190, -0.226, -0.689, -0.452, -0.704, -0.114, 0.553, -0.556, -0.462, 0.284, -0.118, -0.692, -0.617, 1.246, 0.053, -0.951, -1.000, -0.455, -0.547, 0.845, -1.688, -2.210, 0.370, 0.244, 0.334, 0.623, 0.263, 0.415, 0.352, 0.365, 0.370, 0.364, 0.339, 0.451, 0.178, 0.891, 0.482, 0.259, 0.315, 0.353, 0.261, 0.332, 0.312, 0.336, 0.366, 0.407, 0.485, 0.429, 0.275, 0.142, 0.557, 0.644, -0.842, 2.777, -0.440, -0.465, -0.845, -0.449, -1.010, 0.173, -0.714, 0.003, -0.528, -0.535, -1.027, -0.557, -0.603, -0.780, -0.874, -0.396, 0.493, 0.515, 0.369, 0.393, 0.403, 0.414, 0.385, 0.810, 0.423, 0.429, 0.438, 0.497, 0.563, 0.228, 0.546, 0.348, 0.327, 0.172, 0.369, -1.286],
  "total_charge": 1
}

***

{
  "formula": "C41H50As4OPtS",
  "method": "ωB97M-V/def2-TZVPD",
  "elements": ["Pt", "C", "As", "C", "C", "C", "C", "C", "As", "C", "C", "C", "As", "C", "C", "H", "H", "H", "H", "H", "H", "H", "H", "H", "H", "H", "H", "H", "H", "H", "H", "H", "H", "H", "H", "H", "H", "H", "H", "H", "H", "H", "C", "C", "C", "C", "C", "C", "As", "C", "C", "C", "C", "C", "C", "C", "C", "C", "C", "C", "C", "H", "H", "H", "H", "H", "H", "H", "H", "H", "H", "H", "H", "H", "O", "S", "C", "C", "C", "C", "C", "C", "C", "C", "C", "C", "C", "C", "H", "H", "H", "H", "H", "H", "H", "H", "H", "H"],
  "xyz": [[0.48, 0.12, 0.24], [-0.28, 2.91, 2.56], [1.07, 1.67, 1.92], [2.33, 2.81, 0.97], [2.05, 1.07, 3.50], [1.49, -0.17, 4.22], [-0.01, -0.03, 4.42], [1.84, -1.42, 3.40], [0.98, -1.68, 1.66], [-0.73, -2.54, 2.01], [2.08, -3.10, 0.96], [2.21, -0.24, 5.58], [2.18, -1.79, 6.86], [0.47, -2.71, 6.53], [3.35, -3.05, 5.90], [-1.16, 2.38, 2.91], [-0.55, 3.58, 1.75], [0.15, 3.50, 3.38], [2.76, 3.54, 1.66], [1.81, 3.32, 0.17], [3.13, 2.20, 0.56], [2.06, 1.94, 4.17], [3.08, 0.90, 3.19], [-0.55, 0.06, 3.47], [-0.23, 0.86, 5.01], [-0.42, -0.88, 4.96], [1.61, -2.32, 3.96], [2.92, -1.43, 3.19], [-0.56, -3.44, 2.61], [-1.20, -2.81, 1.07], [-1.38, -1.87, 2.57], [2.32, -3.81, 1.75], [3.01, -2.66, 0.57], [1.55, -3.62, 0.16], [1.89, 0.62, 6.17], [3.28, -0.10, 5.42], [-0.37, -2.13, 6.91], [0.51, -3.63, 7.11], [0.28, -2.98, 5.49], [4.15, -2.51, 5.40], [2.82, -3.66, 5.18], [3.81, -3.71, 6.64], [4.26, -3.31, -4.42], [3.98, -2.07, -4.96], [3.13, -1.19, -4.30], [2.56, -1.57, -3.09], [2.85, -2.81, -2.54], [3.70, -3.68, -3.21], [1.28, -0.40, -2.22], [1.10, 1.09, -3.42], [1.95, 2.18, -3.53], [1.69, 3.14, -4.50], [0.60, 3.00, -5.35], [-0.24, 1.90, -5.24], [0.00, 0.93, -4.27], [-0.81, -0.28, -4.04], [-1.92, -0.67, -4.76], [-2.59, -1.84, -4.43], [-2.15, -2.63, -3.37], [-1.02, -2.26, -2.65], [-0.36, -1.09, -2.99], [4.93, -3.99, -4.94], [4.41, -1.77, -5.91], [2.90, -0.23, -4.74], [2.41, -3.11, -1.60], [3.92, -4.65, -2.78], [2.81, 2.29, -2.88], [2.35, 4.00, -4.60], [0.41, 3.74, -6.11], [-1.08, 1.80, -5.91], [-2.28, -0.07, -5.59], [-3.45, -2.15, -5.00], [-2.67, -3.55, -3.13], [-0.66, -2.89, -1.85], [-0.67, 1.64, -0.79], [-2.03, 0.93, -0.53], [-2.99, 1.21, -2.00], [-4.06, 0.36, -2.22], [-4.88, 0.58, -3.31], [-4.61, 1.64, -4.17], [-3.52, 2.47, -3.94], [-2.70, 2.27, -2.85], [-2.89, 1.92, 0.66], [-3.46, 1.26, 1.73], [-4.14, 1.99, 2.69], [-4.24, 3.37, 2.56], [-3.67, 4.02, 1.47], [-2.99, 3.30, 0.51], [-4.25, -0.47, -1.55], [-5.72, -0.06, -3.50], [-5.25, 1.82, -5.02], [-3.31, 3.29, -4.62], [-1.83, 2.89, -2.67], [-3.37, 0.18, 1.82], [-4.60, 1.49, 3.53], [-4.78, 3.94, 3.31], [-3.77, 5.10, 1.38], [-2.55, 3.80, -0.35]],
  "mulliken_charge": [1.366, -1.269, 0.691, -1.296, -1.819, 2.575, -1.088, -1.370, 0.925, -1.251, -1.477, -2.173, 0.327, -0.959, -1.031, 0.213, 0.426, 0.648, 0.501, 0.373, 0.421, 0.617, 0.509, -0.263, 0.410, 0.185, -0.010, 0.710, 0.483, 0.385, 0.290, 0.591, 0.521, 0.409, 0.532, 0.576, 0.336, 0.407, 0.155, 0.283, 0.264, 0.436, -0.554, -0.885, -0.287, 0.497, 0.091, -0.792, 0.957, 0.386, -1.160, -0.808, -0.890, -0.273, 0.161, 0.292, -0.455, -0.930, -0.937, -0.541, 0.601, 0.402, 0.425, 0.386, 0.221, 0.441, 0.549, 0.445, 0.446, 0.466, 0.481, 0.469, 0.472, 0.489, -1.071, 0.255, 0.656, -0.587, -0.812, -0.730, -0.861, -0.182, 0.956, -0.322, -0.761, -0.533, -0.640, -0.703, 0.496, 0.499, 0.452, 0.510, 0.439, 0.405, 0.477, 0.451, 0.460, 0.422],
  "total_charge": 2
}

***

The following frontier orbital gap values (in eV) correspond, in order, to the records above: 7.51; 5.97; 5.81; 6.69.
The following energy above the lowest of the compared OMol25 structures with the same formula, charge and spin values (in kcal/mol) correspond, in order, to the records above: 7.6; 25.2; 19.1; 0.0.
The following highest occupied orbital energy values (in eV) correspond, in order, to the records above: -6.94; -3.74; -10.25; -12.77.